[1]
Below is a molecular structure, C36H32BCoF4P2 in a non-equilibrium geometry, with properties calculated with wB97M-V/def2-TZVPD.

Net charge   +2
Strongest force on any atom   0.09070 hartree/bohr
Relative energy (zero: lowest compared OMol25 entry of this formula, charge and spin)   0.000 eV
Kohn-Sham gap (alpha / beta)   7.629 / 3.386 eV
Spin multiplicity   5
Highest occupied orbital energy (alpha / beta)   -14.14 / -14.25 eV

```
76
Properties=species:S:1:pos:R:3:forces:R:3:lowdin_charge:R:1
C 0.735 -1.109 -4.157 -0.1 0.1 -0.2 -0.097
C -0.301 -1.585 -3.343 -0.2 0.4 0.1 -0.358
C -1.612 -1.695 -3.819 0.2 0.0 -0.1 -0.067
C -1.874 -1.401 -5.150 0.1 0.0 -0.1 -0.050
C -0.836 -0.980 -5.980 0.1 0.0 0.1 -0.081
C 0.464 -0.808 -5.490 -0.1 -0.2 0.2 -0.074
P -0.006 -1.866 -1.596 0.3 -3.5 -1.0 0.989
C -1.285 -2.996 -0.983 0.0 0.2 0.1 -0.355
C -2.311 -2.539 -0.138 0.2 -0.3 -0.4 -0.081
C -3.358 -3.414 0.177 0.3 0.3 0.0 -0.049
C -3.354 -4.721 -0.328 0.1 0.4 0.1 -0.040
C -2.289 -5.179 -1.114 0.1 0.3 0.1 -0.042
C -1.241 -4.319 -1.439 -0.4 0.0 0.1 -0.065
Co 0.037 -0.039 -0.576 -0.4 -0.8 4.6 0.535
P 0.015 1.828 -1.504 0.2 2.1 -1.8 0.987
C -1.347 1.836 -2.687 0.1 0.0 -0.2 -0.374
C -1.129 2.169 -4.027 -0.2 0.1 0.0 -0.071
C -2.217 2.242 -4.898 0.0 -0.1 0.1 -0.041
C -3.498 1.912 -4.439 0.1 0.0 0.1 -0.036
C -3.704 1.507 -3.112 0.2 0.0 0.1 -0.043
C -2.623 1.469 -2.227 0.1 0.0 -0.3 -0.098
C -0.223 3.187 -0.338 -0.9 0.1 -1.2 -0.248
C 0.607 3.259 0.792 0.8 1.0 1.9 0.011
C 0.437 4.307 1.697 0.7 -0.9 -0.2 0.025
C -0.575 5.253 1.487 0.9 0.1 1.1 0.065
C -1.410 5.166 0.366 -1.0 -0.9 -2.1 0.040
C -1.240 4.126 -0.552 -0.5 1.0 0.4 -0.012
C 1.608 2.092 -2.306 -0.1 0.4 0.2 -0.352
C 2.660 1.175 -2.140 -0.1 0.3 -0.2 -0.082
C 3.880 1.440 -2.775 -0.4 -0.1 0.2 -0.033
C 4.033 2.609 -3.535 -0.2 -0.1 0.1 -0.024
C 2.984 3.528 -3.668 -0.3 -0.1 0.1 -0.032
C 1.761 3.271 -3.046 0.5 0.0 -0.1 -0.089
C 1.604 -2.693 -1.441 -0.1 0.2 -0.1 -0.358
C 2.076 -3.470 -2.507 0.3 -0.1 0.2 -0.093
C 3.299 -4.129 -2.374 -0.2 0.2 0.1 -0.044
C 4.034 -4.003 -1.192 -0.2 0.2 0.2 -0.042
C 3.556 -3.226 -0.130 -0.4 0.2 0.1 -0.047
C 2.330 -2.563 -0.244 -0.1 0.0 -0.4 -0.078
H 1.372 2.496 0.957 -0.2 0.3 0.1 0.134
H 1.102 4.385 2.557 -0.3 0.0 -0.2 0.143
H -0.704 6.077 2.191 0.0 -0.2 -0.1 0.150
H -2.198 5.900 0.190 0.3 -0.1 0.1 0.143
H -1.874 4.046 -1.438 0.2 0.1 0.4 0.124
H -0.117 2.379 -4.374 -0.4 0.0 0.0 0.101
H -2.046 2.557 -5.931 -0.2 -0.2 0.4 0.126
H -4.343 1.947 -5.131 0.3 0.0 0.3 0.125
H -4.697 1.219 -2.760 0.3 0.1 -0.2 0.124
H -2.736 1.133 -1.190 -0.2 0.2 -0.3 0.113
H 2.502 0.279 -1.517 0.3 0.3 -0.4 0.092
H 4.700 0.726 -2.665 -0.2 0.3 -0.1 0.126
H 4.989 2.811 -4.016 -0.2 -0.1 0.1 0.125
H 3.094 4.443 -4.250 0.1 -0.3 0.1 0.125
H 0.923 3.970 -3.131 0.4 -0.1 0.0 0.119
H 1.489 -3.555 -3.426 0.3 0.0 0.3 0.113
H 3.661 -4.737 -3.196 0.0 0.0 0.2 0.118
H 4.985 -4.516 -1.080 -0.1 0.1 -0.1 0.119
H 4.112 -3.125 0.802 0.0 -0.1 -0.3 0.121
H 1.909 -1.949 0.568 0.4 -0.4 -0.2 0.106
H -2.249 -1.517 0.267 -0.3 -0.5 -0.1 0.095
H -4.160 -3.052 0.825 0.2 -0.3 -0.2 0.119
H -4.187 -5.379 -0.087 0.2 0.1 -0.1 0.120
H -2.270 -6.202 -1.476 -0.1 0.1 0.1 0.119
H -0.399 -4.661 -2.045 -0.3 0.0 0.1 0.112
H -2.401 -2.027 -3.149 0.1 0.0 -0.2 0.114
H -2.881 -1.520 -5.549 0.3 0.0 0.1 0.124
H -1.047 -0.782 -7.027 0.0 -0.1 0.3 0.061
H 1.273 -0.466 -6.140 -0.3 -0.2 0.3 0.080
H 1.740 -0.987 -3.745 -0.3 -0.1 -0.2 0.103
H -0.002 0.320 -8.127 0.8 0.1 0.0 0.077
H 0.698 0.201 -7.856 -0.6 0.3 -0.6 0.063
F -0.028 -0.150 1.391 0.1 0.2 -1.1 -0.185
B 0.018 0.003 3.079 0.0 -0.5 0.9 -1.051
F 0.072 -1.299 3.499 0.0 0.9 -0.6 0.180
F 1.166 0.731 3.272 -0.5 -0.1 -0.4 0.159
F -1.153 0.663 3.349 0.6 -0.2 -0.4 0.168
```
Forces are in eV/Å.

[2]
Below is a single C2HIN2O2 molecule in a non-equilibrium geometry, with properties calculated with wB97M-V/def2-TZVPD.

Strongest force on any atom   0.02931 hartree/bohr
Relative energy (zero: lowest compared OMol25 entry of this formula, charge and spin)   1.640 eV
Kohn-Sham gap   9.877 eV
Highest occupied orbital energy   -10.61 eV
SMILES   N#C[C@@H](I)[N+](=O)[O-]

```
8
Properties=species:S:1:pos:R:3:forces:R:3:nbo_charge:R:1
N -0.924 -1.260 -1.999 -0.3 -0.2 -0.8 -0.223
C -0.430 -0.881 -1.045 0.5 0.1 0.7 0.208
C 0.150 -0.438 0.199 -0.2 0.2 1.5 -0.389
I 2.228 -0.804 0.563 -0.3 -0.1 -0.4 0.238
N -0.162 1.122 0.359 0.3 -1.5 0.1 0.541
O -1.333 1.403 0.347 0.3 0.1 0.0 -0.334
O 0.797 1.823 0.504 -0.3 0.7 0.0 -0.329
H -0.325 -0.964 1.072 0.1 0.8 -1.0 0.288
```
Forces are in eV/Å.

[3]
Below is 2 unconnected molecules or ions with the total composition C2H9N2S in a non-equilibrium geometry, with properties calculated with wB97M-V/def2-TZVPD.

Net charge   -1
Strongest force on any atom   0.10550 hartree/bohr
Relative energy (zero: lowest compared OMol25 entry of this formula, charge and spin)   1.577 eV
Kohn-Sham gap   6.671 eV
Highest occupied orbital energy   -2.45 eV

```
14
Properties=species:S:1:pos:R:3:forces:R:3:nbo_charge:R:1
C 2.004 -0.313 -1.285 0.9 -0.8 -0.7 -0.786
S 1.663 1.420 -1.129 -0.6 1.5 -0.1 -0.620
H 2.531 -0.529 -0.344 -0.7 -1.1 -0.1 0.188
H 2.866 -0.255 -1.993 -0.9 -1.1 -0.1 0.197
H 1.125 -1.028 -1.616 1.9 1.2 0.8 0.177
N -1.162 1.212 0.104 0.5 -2.2 -0.5 -0.926
C -1.622 -0.181 0.382 -0.7 1.1 1.4 -0.061
N -0.812 -0.942 1.406 -5.0 -0.7 2.0 -0.856
H -0.111 1.139 -0.325 -1.9 0.9 1.0 0.380
H -1.202 1.716 0.992 0.4 -0.1 -0.3 0.325
H -1.584 -0.811 -0.477 0.3 0.0 -1.1 0.168
H -2.709 -0.191 0.663 0.9 0.1 0.1 0.141
H -1.018 -0.637 2.406 0.2 -0.3 -1.9 0.324
H 0.031 -0.598 1.216 4.8 1.4 -0.7 0.350
```
Forces are in eV/Å.

What is the formula in the first record? C36H32BCoF4P2

The highest relative energy (zero: lowest compared OMol25 entry of this formula, charge and spin) belongs to which entry? C2HIN2O2

Please write out number 3 again, unchanged.
Below is 2 unconnected molecules or ions with the total composition C2H9N2S in a non-equilibrium geometry, with properties calculated with wB97M-V/def2-TZVPD.

Net charge   -1
Strongest force on any atom   0.10550 hartree/bohr
Relative energy (zero: lowest compared OMol25 entry of this formula, charge and spin)   1.577 eV
Kohn-Sham gap   6.671 eV
Highest occupied orbital energy   -2.45 eV

```
14
Properties=species:S:1:pos:R:3:forces:R:3:nbo_charge:R:1
C 2.004 -0.313 -1.285 0.9 -0.8 -0.7 -0.786
S 1.663 1.420 -1.129 -0.6 1.5 -0.1 -0.620
H 2.531 -0.529 -0.344 -0.7 -1.1 -0.1 0.188
H 2.866 -0.255 -1.993 -0.9 -1.1 -0.1 0.197
H 1.125 -1.028 -1.616 1.9 1.2 0.8 0.177
N -1.162 1.212 0.104 0.5 -2.2 -0.5 -0.926
C -1.622 -0.181 0.382 -0.7 1.1 1.4 -0.061
N -0.812 -0.942 1.406 -5.0 -0.7 2.0 -0.856
H -0.111 1.139 -0.325 -1.9 0.9 1.0 0.380
H -1.202 1.716 0.992 0.4 -0.1 -0.3 0.325
H -1.584 -0.811 -0.477 0.3 0.0 -1.1 0.168
H -2.709 -0.191 0.663 0.9 0.1 0.1 0.141
H -1.018 -0.637 2.406 0.2 -0.3 -1.9 0.324
H 0.031 -0.598 1.216 4.8 1.4 -0.7 0.350
```
Forces are in eV/Å.

What did the second record say?
Below is a single C2HIN2O2 molecule in a non-equilibrium geometry, with properties calculated with wB97M-V/def2-TZVPD.

Strongest force on any atom   0.02931 hartree/bohr
Relative energy (zero: lowest compared OMol25 entry of this formula, charge and spin)   1.640 eV
Kohn-Sham gap   9.877 eV
Highest occupied orbital energy   -10.61 eV
SMILES   N#C[C@@H](I)[N+](=O)[O-]

```
8
Properties=species:S:1:pos:R:3:forces:R:3:nbo_charge:R:1
N -0.924 -1.260 -1.999 -0.3 -0.2 -0.8 -0.223
C -0.430 -0.881 -1.045 0.5 0.1 0.7 0.208
C 0.150 -0.438 0.199 -0.2 0.2 1.5 -0.389
I 2.228 -0.804 0.563 -0.3 -0.1 -0.4 0.238
N -0.162 1.122 0.359 0.3 -1.5 0.1 0.541
O -1.333 1.403 0.347 0.3 0.1 0.0 -0.334
O 0.797 1.823 0.504 -0.3 0.7 0.0 -0.329
H -0.325 -0.964 1.072 0.1 0.8 -1.0 0.288
```
Forces are in eV/Å.